Model one:
Computed, not measured: C5H13N2P in the gas phase, with ωB97M-V with the def2-TZVPD basis set.

```
21
Properties=species:S:1:pos:R:3:nbo_charge:R:1
C -1.70 -0.54 -0.69 -0.39
C -1.69 -0.15 0.81 -0.40
C -0.32 -0.04 -1.15 -0.46
C -0.25 -0.24 1.23 -0.42
C 0.43 0.44 -0.04 -0.09
N 2.36 -1.07 0.04 -0.69
N 1.87 0.33 -0.08 -0.50
P 0.24 2.31 0.06 0.27
H -1.84 -1.63 -0.81 0.20
H -2.48 -0.09 -1.23 0.21
H -1.96 0.85 0.96 0.20
H -2.40 -0.71 1.35 0.21
H 0.21 -0.88 -1.71 0.20
H -0.45 0.79 -1.85 0.21
H -0.03 0.27 2.09 0.21
H 0.01 -1.32 1.34 0.20
H 2.82 -1.01 0.91 0.37
H 1.56 -1.63 -0.14 0.34
H 2.10 0.61 -1.06 0.34
H 1.32 2.68 -0.78 -0.02
H 1.02 1.97 1.16 0.00
```

Output
gap between HOMO and LUMO	9.666	eV
HOMO energy	-8.7	eV
net charge	0
spin multiplicity	1
E_LUMO	0.98	eV
SMILES	NNC1(P)CCCC1

Model two:
Computed, not measured: a molecular structure, C5H13N2P, with ωB97M-V with the def2-TZVPD basis set.

```
21
Properties=species:S:1:pos:R:3:nbo_charge:R:1
C -2.30 -0.01 -0.60 -0.43
C -1.64 -0.76 0.58 -0.39
C -1.18 0.83 -1.10 -0.47
C -0.61 0.28 1.25 -0.48
C -0.18 1.05 0.04 -0.23
N 2.70 -0.78 0.43 -0.56
N 1.73 -1.59 -0.19 -0.82
P 1.28 1.89 -0.03 0.33
H -2.95 -0.60 -1.33 0.23
H -3.10 0.64 -0.23 0.20
H -2.39 -1.03 1.37 0.20
H -0.98 -1.58 0.30 0.24
H -0.53 0.10 -1.87 0.25
H -1.42 1.80 -1.48 0.23
H -1.12 0.75 1.99 0.22
H 0.17 -0.41 1.69 0.24
H 2.82 -0.72 1.42 0.37
H 3.63 -0.68 -0.03 0.37
H 2.25 -1.96 -1.04 0.30
H 1.50 2.31 -1.44 -0.02
H 2.31 0.48 0.27 0.22
```

Output
gap between HOMO and LUMO (alpha / beta)	6.577 / 6.590	eV
HOMO energy (alpha / beta)	-6.7 / -6.7	eV
net charge	0
spin multiplicity	1
E_LUMO (alpha / beta)	-0.09 / -0.08	eV

Which of the structures shown above is the most stable? The most stable is model one.